Version P
A 2-piece molecular cluster, C4H6NO2 overall, computed with wB97M-V/def2-TZVPD.

Output
Frontier orbital gap   7.397 eV
LUMO level   4.10 eV

ORCA input file:
```
! RIJCOSX wB97M-V def2-TZVPD def2/J DEFGRID3
* xyz -1 1
C 2.6573 0.1090 0.0803
C -1.1763 1.3818 -0.0332
C -0.9304 0.1837 -0.5445
C -1.3762 -1.0113 0.3067
N 1.7021 -0.7223 0.1140
O 3.0453 1.2322 0.4121
O 3.1163 -1.0723 -0.5527
H -0.8280 2.2225 -0.5885
H -1.5554 1.6333 0.8669
H -0.3790 -0.1151 -1.3885
H -2.2861 -0.9295 0.9034
H -0.4806 -1.0880 0.9024
H -1.5091 -1.8238 -0.4784
*
```

Charges computed using natural (NBO), reported in e: atom 1 (C): 0.76, atom 2 (C): -0.45, atom 3 (C): -0.11, atom 4 (C): -0.67, atom 5 (N): -0.45, atom 6 (O): -0.73, atom 7 (O): -0.56, atom 8 (H): 0.18, atom 9 (H): 0.18, atom 10 (H): 0.22, atom 11 (H): 0.19, atom 12 (H): 0.27, atom 13 (H): 0.19



Version Q
A 2-piece molecular cluster, C4H6NO2 overall, computed with wB97M-V/def2-TZVPD.

Output
Frontier orbital gap   8.657 eV
LUMO level   4.19 eV

ORCA input file:
```
! RIJCOSX wB97M-V def2-TZVPD def2/J DEFGRID3
* xyz -1 1
C -0.7957 -0.3598 -0.9718
C -1.4429 -0.0427 -2.0954
C 0.9507 -1.5523 -0.0456
N 0.0850 -1.4825 -0.9969
H -0.7976 0.2143 -0.0533
H -1.2332 -0.6635 -2.9642
H -2.0271 0.8634 -2.1295
H 1.5526 -2.4598 -0.0508
H 0.9641 -0.8352 0.8195
O 0.3851 2.4113 1.2303
C 0.6938 1.6002 2.1127
O 0.2998 0.3944 2.1898
H 1.3655 1.9123 2.9553
*
```

Charges computed using natural (NBO), reported in e: atom 1 (C): -0.04, atom 2 (C): -0.45, atom 3 (C): -0.07, atom 4 (N): -0.47, atom 5 (H): 0.24, atom 6 (H): 0.19, atom 7 (H): 0.20, atom 8 (H): 0.14, atom 9 (H): 0.24, atom 10 (O): -0.76, atom 11 (C): 0.63, atom 12 (O): -0.83, atom 13 (H): 0.00



Need the numbers? Relative energies in hartree: version P 0.1008; version Q 0.0000.



Version P
A 2-piece molecular cluster, C4H10NO overall, computed with wB97M-V/def2-TZVPD.

Output
Frontier orbital gap (alpha / beta)   10.566 / 6.989 eV
LUMO level (alpha / beta)   -10.88 / -14.46 eV

ORCA input file:
```
! RIJCOSX wB97M-V def2-TZVPD def2/J DEFGRID3
* xyz 2 2
C -2.0159 1.6285 0.6315
C 0.2439 1.5895 -0.2192
N -0.8373 0.9722 0.0706
H -2.3961 1.0094 1.4638
H -2.7976 1.7265 -0.1455
H -1.7334 2.6287 0.9992
H 0.3185 2.6660 -0.0287
H 1.0011 1.0959 -0.8167
H -0.8954 -0.0194 -0.2678
O -0.4743 -1.7297 -0.5654
C 0.5409 -1.7288 0.1030
C 1.8698 -2.0019 -0.5107
H 0.4588 -1.6881 1.2236
H 2.3611 -2.8802 -0.0667
H 2.5323 -1.1419 -0.2713
H 1.8237 -2.1268 -1.5997
*
```

Charges computed using natural (NBO), reported in e: atom 1 (C): -0.45, atom 2 (C): 0.13, atom 3 (N): -0.39, atom 4 (H): 0.26, atom 5 (H): 0.28, atom 6 (H): 0.26, atom 7 (H): 0.26, atom 8 (H): 0.22, atom 9 (H): 0.42, atom 10 (O): -0.04, atom 11 (C): 0.44, atom 12 (C): -0.71, atom 13 (H): 0.34, atom 14 (H): 0.35, atom 15 (H): 0.32, atom 16 (H): 0.31



Version Q
An isolated ion of composition C4H10NO and charge +2, computed with wB97M-V/def2-TZVPD.

Output
Frontier orbital gap (alpha / beta)   11.509 / 7.755 eV
LUMO level (alpha / beta)   -10.34 / -14.09 eV

ORCA input file:
```
! RIJCOSX wB97M-V def2-TZVPD def2/J DEFGRID3
* xyz 2 2
C -0.7249 0.7292 -1.4138
C -0.0871 -0.3436 -0.5396
C -0.3054 -0.3363 0.9812
C 0.4373 0.8646 1.6266
O 1.3796 1.4085 1.1682
N -0.3693 -1.7729 -1.0894
H -0.3005 0.7320 -2.4129
H -1.8124 0.8044 -1.3975
H -0.4003 1.6769 -0.9648
H 0.9710 -0.2548 -0.8079
H -1.3648 -0.2610 1.2292
H 0.1735 -1.1991 1.4630
H -0.0507 1.3394 2.4860
H -1.3240 -2.0333 -0.8249
H -0.2770 -1.8228 -2.1082
H 0.2894 -2.4064 -0.6528
*
```

Charges computed using natural (NBO), reported in e: atom 1 (C): -0.65, atom 2 (C): -0.05, atom 3 (C): -0.47, atom 4 (C): 0.46, atom 5 (O): 0.03, atom 6 (N): -0.67, atom 7 (H): 0.27, atom 8 (H): 0.26, atom 9 (H): 0.25, atom 10 (H): 0.24, atom 11 (H): 0.30, atom 12 (H): 0.31, atom 13 (H): 0.34, atom 14 (H): 0.45, atom 15 (H): 0.48, atom 16 (H): 0.45



Need the numbers? Relative energies in hartree: version P 0.0387; version Q 0.0000.



Version P
A single C8H14O2 molecule, computed with wB97M-V/def2-TZVPD.

Output
SMILES string   C=C(C)C[C@@](C)(O)C(=C)O
Frontier orbital gap   9.169 eV
LUMO level   0.64 eV

ORCA input file:
```
! RIJCOSX wB97M-V def2-TZVPD def2/J DEFGRID3
* xyz 0 1
C 1.6044 0.0251 -0.1519
C 2.7836 -0.4046 0.5787
C 1.5897 1.1268 -0.8224
C 0.4992 -1.0974 -0.1694
C -1.2219 0.9260 0.3358
C -1.0157 -0.5051 -0.0751
C -0.7260 1.3201 1.4692
C -1.9359 -0.8352 -1.3038
O -1.9749 1.5835 -0.4913
O -1.6221 -1.4915 0.9505
H 2.6826 -1.1311 1.4453
H 3.5953 -0.9300 -0.0820
H 2.4037 1.8016 -0.4834
H 0.7196 1.5347 -1.3121
H 0.6662 -1.7928 -0.9832
H 0.6701 -1.6073 0.7149
H -0.2352 0.5541 2.1070
H -0.6132 2.3509 1.7730
H 3.3275 0.4143 1.0399
H -3.0541 -0.6536 -1.2524
H -1.7512 -1.9234 -1.5291
H -1.6081 -0.3859 -2.3017
H -2.1907 2.5146 -0.3185
H -2.5927 -1.3938 0.8620
*
```

Charges computed using natural (NBO), reported in e: atom 1 (C): 0.03, atom 2 (C): -0.66, atom 3 (C): -0.41, atom 4 (C): -0.43, atom 5 (C): 0.28, atom 6 (C): 0.23, atom 7 (C): -0.51, atom 8 (C): -0.65, atom 9 (O): -0.68, atom 10 (O): -0.74, atom 11 (H): 0.22, atom 12 (H): 0.22, atom 13 (H): 0.19, atom 14 (H): 0.20, atom 15 (H): 0.23, atom 16 (H): 0.23, atom 17 (H): 0.22, atom 18 (H): 0.20, atom 19 (H): 0.22, atom 20 (H): 0.22, atom 21 (H): 0.22, atom 22 (H): 0.22, atom 23 (H): 0.50, atom 24 (H): 0.46



Version Q
A 2-piece molecular cluster, C8H14O2 overall, computed with wB97M-V/def2-TZVPD.

Output
Frontier orbital gap (alpha / beta)   8.043 / 7.998 eV
LUMO level (alpha / beta)   0.68 / 0.63 eV

ORCA input file:
```
! RIJCOSX wB97M-V def2-TZVPD def2/J DEFGRID3
* xyz 0 1
C 2.4161 1.6372 1.1950
C 2.3486 0.3635 0.8308
C -0.4471 -0.4234 0.7393
C -1.8831 -0.1161 0.1932
C -3.0146 -0.8766 0.8016
C 2.0472 -1.1676 -1.1145
C -1.9286 0.4168 -1.2132
C 1.6233 0.1038 -0.4780
O -1.0916 0.5737 1.2711
O -1.3489 1.7199 -1.1996
H 2.9184 2.0761 2.0505
H 1.9842 2.3837 0.5419
H 2.9760 -0.4051 1.2205
H 0.0314 -1.2291 1.3196
H -2.7541 -1.1177 1.8709
H -3.1262 -1.8059 0.2806
H -3.8989 -0.3010 0.9129
H 1.4357 -1.4389 -1.9864
H 3.1790 -1.1935 -1.4129
H 1.9434 -2.0222 -0.4201
H -2.9570 0.4481 -1.5457
H -1.4929 -0.2356 -1.9632
H 1.4694 0.9247 -1.1313
H -0.4296 1.6850 -0.7631
*
```

Charges computed using natural (NBO), reported in e: atom 1 (C): -0.38, atom 2 (C): -0.24, atom 3 (C): 0.15, atom 4 (C): 0.17, atom 5 (C): -0.64, atom 6 (C): -0.66, atom 7 (C): -0.09, atom 8 (C): -0.22, atom 9 (O): -0.47, atom 10 (O): -0.72, atom 11 (H): 0.20, atom 12 (H): 0.18, atom 13 (H): 0.21, atom 14 (H): 0.18, atom 15 (H): 0.23, atom 16 (H): 0.22, atom 17 (H): 0.22, atom 18 (H): 0.22, atom 19 (H): 0.21, atom 20 (H): 0.21, atom 21 (H): 0.18, atom 22 (H): 0.18, atom 23 (H): 0.19, atom 24 (H): 0.49



Need the numbers? Relative energies in hartree: version P 0.0000; version Q 0.1050.



Version P
A 2-piece molecular cluster, C2H4ClN3 overall, computed with wB97M-V/def2-TZVPD.

Output
Frontier orbital gap (alpha / beta)   7.205 / 7.126 eV
LUMO level (alpha / beta)   -0.51 / -0.29 eV

ORCA input file:
```
! RIJCOSX wB97M-V def2-TZVPD def2/J DEFGRID3
* xyz 0 1
C -0.3214 1.7246 0.2862
C -0.3048 -0.6583 -0.4230
N -0.2718 0.4750 0.0722
N -1.9741 -0.8938 -2.1525
N 0.4014 -1.7392 -0.2394
Cl -1.5036 -2.3177 -2.6761
H -0.0647 2.5657 -0.2749
H -0.6098 1.9895 1.3450
H 1.3208 -1.4105 -0.0226
H 0.1951 -2.3760 -1.0107
*
```

Charges computed using natural (NBO), reported in e: atom 1 (C): -0.17, atom 2 (C): 0.40, atom 3 (N): -0.36, atom 4 (N): -0.41, atom 5 (N): -0.79, atom 6 (Cl): 0.18, atom 7 (H): 0.19, atom 8 (H): 0.17, atom 9 (H): 0.38, atom 10 (H): 0.40



Version Q
A 2-piece molecular cluster, C2H4ClN3 overall, computed with wB97M-V/def2-TZVPD.

Output
Frontier orbital gap (alpha / beta)   8.767 / 8.769 eV
LUMO level (alpha / beta)   -0.12 / -0.12 eV

ORCA input file:
```
! RIJCOSX wB97M-V def2-TZVPD def2/J DEFGRID3
* xyz 0 1
C 0.9009 -1.6502 0.0222
C -1.0094 0.4294 0.1721
N 0.8943 -0.3948 -0.0543
N -1.8608 -0.4857 0.1241
N -0.6887 1.7122 0.3020
Cl -3.5395 -0.1153 -0.2116
H 1.8087 -2.1538 0.0391
H 0.1705 -2.3758 0.2918
H 0.2230 1.8867 0.2572
H -1.3293 2.4418 0.2579
*
```

Charges computed using natural (NBO), reported in e: atom 1 (C): -0.10, atom 2 (C): 0.61, atom 3 (N): -0.40, atom 4 (N): -0.54, atom 5 (N): -0.81, atom 6 (Cl): 0.06, atom 7 (H): 0.17, atom 8 (H): 0.18, atom 9 (H): 0.41, atom 10 (H): 0.40



Need the numbers? Relative energies in hartree: version P 0.0946; version Q 0.0000.



Version P
A 2-piece molecular cluster, CH6NO2 overall, computed with wB97M-V/def2-TZVPD.

Output
Frontier orbital gap   7.803 eV
LUMO level   4.77 eV

ORCA input file:
```
! RIJCOSX wB97M-V def2-TZVPD def2/J DEFGRID3
* xyz -1 1
N 0.0480 0.8652 1.3081
C -0.8356 -0.2015 0.7214
O -0.8566 -0.2866 -0.6148
H 0.8737 0.8170 0.7093
H -0.3524 1.7486 0.9932
H -0.5167 -1.1126 1.2758
H -1.8669 0.0112 1.0923
H 0.7116 -0.3988 -1.1793
H 1.2554 -0.8476 -2.5919
O 1.5394 -0.5951 -1.7141
*
```

Charges computed using natural (NBO), reported in e: atom 1 (N): -0.90, atom 2 (C): 0.13, atom 3 (O): -0.94, atom 4 (H): 0.34, atom 5 (H): 0.32, atom 6 (H): 0.07, atom 7 (H): 0.07, atom 8 (H): 0.51, atom 9 (H): 0.45, atom 10 (O): -1.04



Version Q
A 2-piece molecular cluster, CH6NO2 overall, computed with wB97M-V/def2-TZVPD.

Output
Frontier orbital gap   8.217 eV
LUMO level   4.85 eV

ORCA input file:
```
! RIJCOSX wB97M-V def2-TZVPD def2/J DEFGRID3
* xyz -1 1
N -0.3168 -1.4398 0.5220
C 0.6057 -0.4189 1.0502
O 0.7791 0.6844 0.2529
H -1.2383 -1.0238 0.4601
H -0.0421 -1.5670 -0.4528
H 0.2041 -0.1847 2.0648
H 1.5736 -0.9346 1.1841
H -0.1108 0.8307 -0.8182
H -1.4759 1.5327 -1.1996
O -0.8059 1.0053 -1.6532
*
```

Charges computed using natural (NBO), reported in e: atom 1 (N): -0.89, atom 2 (C): 0.12, atom 3 (O): -0.93, atom 4 (H): 0.34, atom 5 (H): 0.34, atom 6 (H): 0.08, atom 7 (H): 0.09, atom 8 (H): 0.50, atom 9 (H): 0.43, atom 10 (O): -1.08



Need the numbers? Relative energies in hartree: version P 0.0023; version Q 0.0000.